Entry 1:
Entry from the Open Molecules 2025 dataset: a structure of composition C9H21ClIO2P2Sn in a non-equilibrium geometry (ωB97M-V with the def2-TZVPD basis set).

Cartesian coordinates (Å):
C -0.159931 -1.629232 -0.493863
C -0.619741 -2.694646 0.471446
H 0.060169 -2.082213 -1.469792
H 0.753165 -1.100192 -0.165523
H -0.892685 -0.825769 -0.658637
O -0.498235 -3.886264 0.218118
I -0.839996 -0.357772 2.296855
Sn 1.014016 1.281653 -2.082161
P -2.370095 0.941646 -0.885400
C -3.883396 0.198166 -0.150995
C -2.830663 2.707800 -0.715559
H -3.783841 2.897589 -1.226937
H -3.765291 1.008144 -2.870161
H -2.033824 3.318685 -1.160614
H -2.011914 1.198629 -3.287965
H -4.034014 0.571310 0.871628
H -2.935863 2.946987 0.353548
C -2.742519 0.669812 -2.664572
H -4.749127 0.460688 -0.775373
H -2.673243 -0.407120 -2.868084
H -3.759584 -0.893387 -0.138391
P 2.520766 -0.056751 0.950524
C 2.871545 -1.172764 2.370831
C 3.815670 -0.646971 -0.211434
H 3.255661 2.241064 0.834339
H 4.376487 1.252485 1.838659
H 2.798987 1.779249 2.512915
C 3.324065 1.457837 1.600870
H 3.877453 0.022629 -1.077253
H 4.772464 -0.704452 0.321865
H 3.959323 -1.298199 2.467539
H 2.409023 -2.145874 2.158376
H 3.532708 -1.651005 -0.554707
H 2.458791 -0.755119 3.299212
Cl 1.891020 2.939846 -3.468736
O -1.841397 -3.194787 2.521536
C -1.265954 -2.391705 1.837898

Cartesian forces (eV/Å) of the 6 atoms listed first:
C 0.360 0.279 -0.895
C 0.027 -3.671 -0.678
H -0.144 -0.275 0.358
H -0.441 -0.453 0.048
H 0.070 -0.415 0.235
O -0.053 2.686 0.328

Orbital gap (spin up / spin down), Eh: 0.186 / 0.183
E_tot, Ha: -2159.65696
ΔE to the lowest compared entry with this formula, charge and spin, kJ/mol: 165.3
HOMO (spin up / spin down), eV: -19.074 / -19.079
Net charge: +3
2S+1: 1

Entry 2:
Entry from the Open Molecules 2025 dataset: the ion C5H11N2 with charge +1 (ωB97M-V with the def2-TZVPD basis set).

Cartesian coordinates (Å):
N 1.170449 1.664214 0.273898
C 0.215684 0.742577 -0.285350
C -1.303422 1.038204 -0.177890
C -1.908167 -0.320859 -0.029479
C -1.007405 -1.245936 0.269560
C 0.356716 -0.636830 0.399031
N 1.451823 -1.431099 -0.257291
H 1.239496 2.511361 -0.276460
H 0.916014 1.935079 1.218382
H 0.459257 0.625459 -1.349009
H -1.691858 1.578503 -1.039492
H -1.517181 1.634599 0.712800
H -2.964841 -0.483896 -0.137250
H -1.191885 -2.284690 0.472704
H 0.648938 -0.511832 1.447698
H 1.196566 -1.639588 -1.231410
H 1.621139 -2.314474 0.238691
H 2.308683 -0.860799 -0.249127

Cartesian forces (eV/Å) of the 6 atoms listed first:
N 0.200 0.144 -0.004
C -0.222 -0.187 0.183
C 0.232 -0.006 -0.038
C 0.119 0.082 -0.120
C 0.288 -0.176 -0.122
C -0.693 0.531 0.060

Orbital gap, Eh: 0.375
E_tot, Ha: -306.37416
ΔE to the lowest compared entry with this formula, charge and spin, kJ/mol: 24.5
HOMO, eV: -13.647
Net charge: +1
Structure (SMILES): N[C@@H]1CC=C[C@H]1[NH3+]
2S+1: 1

Entry 3:
Entry from the Open Molecules 2025 dataset: a cluster of 2 separate species, C8H6F3O3P in total in a non-equilibrium geometry (ωB97M-V with the def2-TZVPD basis set).

Cartesian coordinates (Å):
C -1.271267 0.436589 0.441488
C 0.040683 0.908348 0.665860
C -1.530346 -0.698747 -0.188923
C 1.145651 0.219537 0.231812
C -0.444531 -1.405163 -0.701920
C 0.903222 -0.987518 -0.592179
C 4.060885 0.502378 -0.123904
C 5.164388 1.439839 -0.250775
O 6.081300 -1.525542 0.486108
O 4.100824 -0.060397 1.350863
O 3.738642 -2.250072 -0.187850
F 6.258955 1.524529 0.631876
F 4.682734 2.779047 -0.145037
F 5.662944 1.651737 -1.524238
P 4.664111 -1.108418 0.189091
H -2.173440 0.979672 0.880161
H 0.180486 1.941892 1.160459
H -2.503816 -1.101838 -0.416214
H 2.163196 0.637031 0.141354
H -0.789678 -2.241090 -1.435521
H 1.739231 -1.554032 -0.991906

Cartesian forces (eV/Å) of the 6 atoms listed first:
C -1.299 3.098 2.679
C -0.251 1.724 0.797
C 0.579 -2.005 -1.354
C -0.557 -1.696 -2.621
C 0.830 -1.465 -2.339
C -1.697 1.178 1.912

Orbital gap, Eh: 0.200
E_tot, Ha: -1175.09278
ΔE to the lowest compared entry with this formula, charge and spin, kJ/mol: 235.6
HOMO, eV: 0.007
Net charge: -2
2S+1: 1

Entry 4:
Entry from the Open Molecules 2025 dataset: the ion C5H8N with charge +1 in a non-equilibrium geometry (ωB97M-V with the def2-TZVPD basis set).

Cartesian coordinates (Å):
C 2.918008 0.477691 0.312290
N 1.770164 0.057829 0.530738
C 0.582990 -0.263211 0.605550
C -0.358874 0.030435 -0.351587
C -1.541015 -0.881958 -0.609665
C -1.768811 0.450621 0.041247
H 2.957975 1.513374 0.603999
H 3.912385 0.075986 -0.095061
H 0.372502 -0.740935 1.576054
H -0.067726 0.544765 -1.266805
H -1.693056 -1.721906 0.020947
H -1.922030 -1.241878 -1.598105
H -2.313540 1.229385 -0.595977
H -2.032517 0.508343 1.094473

Cartesian forces (eV/Å) of the 6 atoms listed first:
C 1.105 1.242 0.122
N 2.703 -0.659 -1.416
C 0.141 -1.121 3.029
C -2.250 0.901 -3.473
C -1.337 -0.452 0.110
C -1.682 0.414 -1.208

Orbital gap, Eh: 0.396
E_tot, Ha: -249.71317
ΔE to the lowest compared entry with this formula, charge and spin, kJ/mol: 294.0
HOMO, eV: -15.442
Net charge: +1
Structure (SMILES): C=[N+]=CC1CC1
2S+1: 1